Record 1
2 unconnected molecules or ions with the total composition C4H9O4, computed with ωB97M-V/def2-TZVPD.

Geometry as ORCA input:
```
! wB97M-V def2-TZVPD RIJCOSX def2/J DEFGRID3
* xyz -1 1
O 0.9945 -0.9010 -1.8496
C 0.9712 -0.3974 -0.6136
O 1.5684 -1.2230 0.3754
C -0.3696 0.0276 -0.2453
C -0.5281 0.5746 1.1055
C -0.4455 2.1296 1.0613
O 0.3927 0.2345 2.0235
H -1.2197 -0.4142 -0.7622
H 1.6753 0.4674 -0.5984
H -1.5119 0.2609 1.5047
H 0.5552 2.2868 0.6437
H -0.9865 2.6823 0.2756
H -0.5642 2.5952 2.0254
H 1.2146 -0.8263 1.2329
H -1.5327 -2.8829 -2.0880
H 0.3604 -1.7103 -1.9606
O -0.5740 -2.9038 -2.1303
*
```

The LUMO energy comes out at 1.276 eV. The energy above the lowest of the compared OMol25 structures with the same formula, charge and spin comes out at 618.7 kJ/mol. For the total energy, the calculation gives -12480.008 eV. The HOMO energy comes out at -4.1 eV.

---

Record 2
2 unconnected molecules or ions with the total composition C4H9O4, computed with ωB97M-V/def2-TZVPD.

Geometry as ORCA input:
```
! wB97M-V def2-TZVPD RIJCOSX def2/J DEFGRID3
* xyz -1 1
C 0.2038 1.7896 0.0905
O -0.7269 2.5493 -0.5388
C -0.0885 0.2519 0.0864
C 1.2228 -0.5283 -0.0505
C 1.1643 -2.0098 -0.0571
O -0.0920 -2.5354 -0.0530
O 2.1410 -2.7165 -0.0600
H 1.1684 1.9519 -0.4390
H 0.2295 2.0779 1.1530
H -0.5993 0.0782 -0.8815
H -0.9228 -0.1471 0.6629
H 1.6051 -0.1720 -1.0077
H 1.8737 -0.2343 0.7783
H -0.1561 -3.5002 0.0220
H -2.0474 2.6878 0.0043
H -3.1235 1.6754 0.0759
O -3.0063 2.5237 0.5233
*
```

The LUMO energy comes out at 2.950 eV. The energy above the lowest of the compared OMol25 structures with the same formula, charge and spin comes out at 214.2 kJ/mol. For the total energy, the calculation gives -12484.200 eV. The HOMO energy comes out at -3.5 eV.

---

Record 3
A single C4H9OP molecule, computed with ωB97M-V/def2-TZVPD.

Geometry as ORCA input:
```
! wB97M-V def2-TZVPD RIJCOSX def2/J DEFGRID3
* xyz 0 1
C 2.5957 -0.1045 0.1716
C 1.3008 0.5873 -0.1189
C 0.2041 0.1882 0.5194
P -1.4561 0.6336 -0.1561
C -2.3064 -0.9771 -0.3415
O -2.8503 0.2027 0.4817
H 3.0335 -0.6529 -0.6446
H 2.6236 -0.7750 1.0513
H 3.2310 0.6683 0.5214
H 1.1128 1.3243 -1.0325
H 0.3319 -0.7320 1.1345
H -1.4497 0.8600 -1.4463
H -1.4058 1.8702 0.5265
H -2.9174 -1.4430 -1.0639
H -2.0476 -1.6500 0.3974
*
```

The LUMO energy comes out at 1.126 eV. The energy above the lowest of the compared OMol25 structures with the same formula, charge and spin comes out at 338.1 kJ/mol. For the total energy, the calculation gives -15626.131 eV. Its structure (SMILES) is C/C=C/[PH2]1CO1. The HOMO energy comes out at -8.6 eV.

---

Record 4
2 unconnected molecules or ions with the total composition C4H9OP, computed with ωB97M-V/def2-TZVPD.

Geometry as ORCA input:
```
! wB97M-V def2-TZVPD RIJCOSX def2/J DEFGRID3
* xyz 0 1
C 2.0683 -1.3591 0.4974
C 1.0708 -0.8046 -0.1999
C -0.2245 1.2467 -1.7277
C -1.9896 -0.2727 1.4782
O 0.7999 1.8800 0.7438
P 0.2180 0.7488 -0.0255
H 2.2502 -2.4195 0.4830
H 2.8515 -0.7065 0.8253
H 0.5134 -1.5295 -0.8259
H -1.1412 1.8732 -1.8724
H 0.5729 1.7173 -2.3086
H -0.3688 0.2628 -2.1849
H -2.9858 -0.0700 0.9313
H -1.8797 -1.1904 2.0618
H -1.7554 0.6233 2.1243
*
```

The LUMO energy (alpha / beta) comes out at -0.381 / -0.754 eV. The energy above the lowest of the compared OMol25 structures with the same formula, charge and spin comes out at 275.7 kJ/mol. For the total energy, the calculation gives -15626.777 eV. The HOMO energy (alpha / beta) comes out at -8.2 / -8.8 eV.

---

Record 5
A single C4H9OP molecule, computed with ωB97M-V/def2-TZVPD.

Geometry as ORCA input:
```
! wB97M-V def2-TZVPD RIJCOSX def2/J DEFGRID3
* xyz 0 1
C 2.2983 -1.0564 0.1985
C -1.6629 0.1611 -0.4602
C -2.1901 0.6203 0.8030
C -0.2217 -0.3800 -0.4709
O 1.8666 1.5016 -0.4923
P 1.2219 0.2707 0.4854
H 3.3146 -0.9965 0.1501
H 1.9328 -1.9649 0.5230
H -2.3462 -0.5264 -0.8569
H -1.7537 0.9828 -1.1133
H -3.2973 0.7473 0.7873
H -1.7547 0.4351 1.8243
H -0.1970 -1.3336 0.0751
H 0.2737 -0.4829 -1.4323
H 2.5156 2.0216 -0.0208
*
```

The LUMO energy (alpha / beta) comes out at -0.360 / 0.497 eV. The energy above the lowest of the compared OMol25 structures with the same formula, charge and spin comes out at 328.0 kJ/mol. For the total energy, the calculation gives -15626.235 eV. The HOMO energy (alpha / beta) comes out at -8.1 / -7.6 eV.

---

Record 6
2 unconnected molecules or ions with the total composition C4H9S, computed with ωB97M-V/def2-TZVPD.

Geometry as ORCA input:
```
! wB97M-V def2-TZVPD RIJCOSX def2/J DEFGRID3
* xyz -1 1
S 0.9716 -0.2697 2.2645
H 1.2967 -1.1506 3.2252
C 0.4209 1.0410 -0.4951
C -0.5045 0.0555 -1.1823
C -0.5465 -1.2298 -0.8176
C -1.4034 0.5832 -2.2466
H 1.0001 1.6217 -1.2193
H 1.1314 0.5024 0.1792
H -0.1267 1.6947 0.1835
H -1.1688 -1.9740 -1.3104
H 0.0688 -1.5124 0.0285
H -1.9468 -0.2098 -2.7714
H -0.8377 1.1754 -2.9890
H -2.1634 1.2598 -1.8045
*
```

The LUMO energy comes out at 3.788 eV. The energy above the lowest of the compared OMol25 structures with the same formula, charge and spin comes out at 20.7 kJ/mol. For the total energy, the calculation gives -15129.435 eV. The HOMO energy comes out at -2.6 eV.

---

Strongest force on any atom for the records above, in order: 2.60, 2.58, 3.65, 2.78, 2.98, 1.03 eV/A
M for the records above, in order: 121.11, 121.11, 104.09, 104.09, 104.09, 89.18 g/mol